# 1
{"formula": "C56H61N2O5P2PdS3", "method": "ωB97M-V/def2-TZVPD", "total_charge": 3, "spin_multiplicity": 5, "s2": 6.054, "homo_ev": [-15.07, -15.27], "symbols": ["Pd", "O", "S", "C", "C", "C", "C", "S", "O", "C", "C", "C", "C", "C", "C", "C", "C", "C", "C", "C", "C", "H", "H", "H", "H", "H", "H", "H", "H", "H", "H", "H", "H", "H", "H", "H", "H", "H", "H", "C", "C", "C", "C", "C", "C", "C", "S", "O", "O", "N", "C", "C", "C", "C", "C", "C", "C", "C", "N", "C", "H", "H", "H", "H", "H", "H", "H", "H", "H", "H", "H", "H", "H", "C", "C", "P", "C", "C", "C", "C", "H", "H", "H", "H", "H", "H", "H", "H", "H", "H", "H", "H", "H", "H", "H", "O", "P", "C", "C", "C", "C", "C", "C", "C", "C", "C", "C", "C", "C", "C", "C", "C", "C", "C", "C", "H", "H", "H", "H", "H", "H", "H", "H", "H", "H", "H", "H", "H", "H", "H"], "coordinates": [[-1.0516, -0.4848, -0.3387], [2.8007, -0.1989, -1.0296], [4.2378, -0.1587, -1.2871], [4.6029, -0.6131, -3.0007], [4.0108, -1.9877, -3.3269], [2.5167, -2.0202, -3.6998], [1.8852, -3.3377, -3.2579], [1.5886, -3.3189, -1.4683], [0.2318, -2.6838, -1.2846], [1.3336, -5.0656, -1.2305], [2.4093, -5.9350, -1.3638], [2.2092, -7.2886, -1.1489], [0.9516, -7.7580, -0.7881], [-0.1067, -6.8747, -0.6363], [0.0802, -5.5163, -0.8535], [5.1172, -1.2083, -0.2270], [6.4821, -1.4326, -0.4384], [7.1488, -2.2610, 0.4407], [6.4679, -2.8206, 1.5211], [5.1195, -2.5545, 1.7380], [4.4257, -1.7323, 0.8697], [5.6918, -0.5934, -3.0588], [4.2045, 0.2134, -3.5915], [4.2115, -2.6552, -2.4836], [4.6054, -2.3861, -4.1517], [2.4131, -1.9198, -4.7808], [1.9608, -1.1914, -3.2539], [2.5436, -4.1802, -3.4775], [0.9130, -3.5353, -3.7119], [3.3945, -5.5696, -1.6308], [3.0346, -7.9786, -1.2576], [0.8021, -8.8154, -0.6190], [-1.0806, -7.2459, -0.3454], [-0.7251, -4.8050, -0.7318], [7.0109, -0.9728, -1.2636], [8.1992, -2.4691, 0.2925], [7.0010, -3.4675, 2.2052], [4.6102, -2.9891, 2.5873], [3.3825, -1.4905, 1.0237], [-1.6065, 4.0038, 6.1097], [-1.2165, 2.8294, 5.2628], [-1.1124, 2.9591, 3.8740], [-0.7695, 1.8817, 3.0816], [-0.5259, 0.6533, 3.6899], [-0.6160, 0.4928, 5.0671], [-0.9625, 1.5869, 5.8419], [-0.0410, -0.6952, 2.7066], [0.9133, -0.2747, 1.7092], [0.2614, -1.8180, 3.5370], [-1.3797, -1.0852, 1.7277], [-2.1352, -2.1316, 2.0364], [-2.4312, -2.5712, 3.3523], [-3.1903, -3.7073, 3.5629], [-3.6231, -4.4777, 2.4964], [-3.3179, -4.1089, 1.1565], [-3.6210, -4.9271, 0.0492], [-3.2083, -4.5363, -1.1970], [-2.5418, -3.3111, -1.3355], [-2.2806, -2.5123, -0.3208], [-2.6302, -2.9125, 0.9145], [-1.2477, 4.9380, 5.6801], [-1.2158, 3.9131, 7.1212], [-2.6943, 4.0692, 6.1815], [-1.2900, 3.9228, 3.4132], [-0.6687, 1.9897, 2.0085], [-0.3961, -0.4639, 5.5218], [-1.0251, 1.4780, 6.9169], [-2.0806, -1.9898, 4.1923], [-3.4326, -4.0068, 4.5730], [-4.1855, -5.3857, 2.6735], [-4.1481, -5.8614, 0.1975], [-3.3962, -5.1444, -2.0707], [-2.2118, -2.9736, -2.3096], [-4.0653, 2.9410, -2.3660], [-2.9045, 1.9812, -2.1076], [-3.2181, 0.5670, -0.9884], [-4.7503, -0.0951, -1.7604], [-5.3801, -1.4290, -1.3759], [-3.7592, 1.3097, 0.5989], [-4.7034, 0.4608, 1.4461], [-3.7191, 3.7557, -3.0016], [-4.4475, 3.3895, -1.4487], [-4.8965, 2.4623, -2.8802], [-2.0472, 2.5123, -1.7006], [-2.5595, 1.5445, -3.0500], [-4.5811, -0.0519, -2.8391], [-5.4589, 0.7122, -1.5466], [-4.9303, -2.2503, -1.9215], [-6.4356, -1.4124, -1.6458], [-5.3150, -1.6453, -0.3104], [-4.2424, 2.2617, 0.3635], [-2.8490, 1.5477, 1.1541], [-5.6391, 0.2563, 0.9276], [-4.9524, 0.9932, 2.3634], [-4.2591, -0.4934, 1.7280], [-0.3376, 1.6361, -0.2730], [0.4037, 2.9198, -0.5660], [-0.2616, 4.2904, 0.3767], [0.5664, 5.2764, 0.9123], [0.0129, 6.3642, 1.5742], [-1.3641, 6.4732, 1.6997], [-2.1949, 5.4910, 1.1722], [-1.6471, 4.4026, 0.5142], [0.3166, 3.3491, -2.3090], [0.3179, 4.6749, -2.7335], [0.3269, 4.9698, -4.0911], [0.3309, 3.9447, -5.0252], [0.3143, 2.6179, -4.6066], [0.3084, 2.3197, -3.2535], [2.1653, 2.8560, -0.1735], [3.1367, 3.3633, -1.0438], [4.4724, 3.3893, -0.6589], [4.8439, 2.9065, 0.5889], [3.8834, 2.3899, 1.4523], [2.5473, 2.3699, 1.0766], [1.6421, 5.2019, 0.8189], [0.6581, 7.1280, 1.9862], [-1.7934, 7.3264, 2.2078], [-3.2688, 5.5790, 1.2718], [-2.2986, 3.6385, 0.1089], [0.3044, 5.4815, -2.0102], [0.3235, 6.0009, -4.4173], [0.3322, 4.1773, -6.0816], [0.2869, 1.8230, -5.3416], [0.2567, 1.2887, -2.9201], [2.8495, 3.7641, -2.0082], [5.2159, 3.8090, -1.3243], [5.8811, 2.9442, 0.8957], [4.1739, 2.0209, 2.4272], [1.8016, 1.9733, 1.7537]]}



# 2
{"formula": "C56H62F3GeN5O4Rb", "method": "ωB97M-V/def2-TZVPD", "total_charge": -1, "spin_multiplicity": 1, "homo_ev": [-5.03, -5.02], "symbols": ["Rb", "O", "C", "N", "C", "C", "C", "C", "C", "C", "N", "C", "C", "C", "C", "C", "N", "H", "H", "H", "H", "H", "H", "H", "H", "H", "H", "C", "C", "C", "C", "C", "C", "C", "C", "C", "C", "C", "C", "C", "C", "C", "C", "C", "H", "H", "H", "H", "H", "H", "H", "H", "H", "H", "H", "H", "H", "H", "H", "H", "H", "H", "H", "H", "H", "H", "H", "H", "H", "H", "H", "H", "H", "O", "N", "O", "C", "O", "C", "C", "Ge", "C", "C", "C", "C", "C", "C", "C", "C", "C", "C", "C", "C", "C", "C", "C", "C", "C", "C", "H", "H", "H", "H", "H", "H", "H", "H", "H", "H", "H", "H", "H", "H", "H", "H", "H", "H", "H", "F", "C", "F", "F", "C", "C", "C", "N", "C", "C", "H", "H", "H", "H"], "coordinates": [[-0.4373, -0.5397, 0.0963], [2.4914, -2.3934, -3.4087], [1.9579, -1.9091, -2.3846], [0.7205, -1.5430, -2.1655], [-0.1857, -1.9067, -3.2218], [-1.4126, -1.0465, -3.3366], [-2.5639, -1.5984, -3.9091], [-3.6723, -0.8035, -4.1147], [-3.6179, 0.5301, -3.7263], [-2.4519, 0.9840, -3.1376], [-1.3696, 0.2279, -2.9490], [2.8705, -1.7306, -1.1678], [4.3105, -1.8972, -1.4011], [5.2110, -1.3223, -0.5933], [4.7918, -0.4081, 0.4518], [3.4992, -0.1145, 0.6276], [2.4624, -0.7751, -0.0701], [0.3341, -1.8977, -4.1930], [-0.5160, -2.9443, -3.0704], [-2.5696, -2.6458, -4.1833], [-4.5721, -1.2146, -4.5564], [-4.4644, 1.1906, -3.8632], [-2.3673, 2.0152, -2.8047], [4.5790, -2.4790, -2.2700], [6.2707, -1.4602, -0.7672], [5.5465, 0.1197, 1.0216], [3.1528, 0.6484, 1.3130], [-1.0932, 3.1110, 1.9584], [-0.3040, 3.7101, 1.0127], [1.1195, 3.4976, 1.4485], [1.0660, 2.7780, 2.6254], [-0.2869, 2.5347, 2.9792], [-0.8134, 1.9503, 4.2552], [0.2781, 1.1966, 5.0184], [-1.3230, 3.1176, 5.1228], [-1.9787, 0.9968, 3.9596], [2.4434, 3.9219, 0.8284], [3.6042, 3.6137, 1.7909], [2.7240, 3.1509, -0.4792], [2.5054, 5.4349, 0.5675], [-0.9356, 4.4614, -0.1520], [-0.2234, 4.2376, -1.4931], [-1.0003, 5.9654, 0.1760], [-2.3872, 3.9852, -0.3527], [-2.1702, 3.0778, 1.9583], [1.9081, 2.4509, 3.2124], [1.0969, 1.8618, 5.3024], [0.6746, 0.3889, 4.4037], [-0.1363, 0.7637, 5.9309], [-0.5142, 3.8184, 5.3423], [-1.7211, 2.7370, 6.0663], [-2.1152, 3.6617, 4.6059], [-1.6696, 0.2069, 3.2779], [-2.8126, 1.5199, 3.4906], [-2.3360, 0.5464, 4.8884], [3.6995, 2.5442, 1.9814], [3.4749, 4.1306, 2.7435], [4.5396, 3.9522, 1.3423], [2.4625, 2.0989, -0.3740], [3.7859, 3.2143, -0.7268], [2.1638, 3.5479, -1.3210], [2.2875, 5.9882, 1.4839], [1.8051, 5.7504, -0.2004], [3.5082, 5.7084, 0.2316], [0.7417, 4.7344, -1.5380], [-0.8309, 4.6455, -2.3034], [-0.0816, 3.1704, -1.6763], [-0.0124, 6.4006, 0.3158], [-1.5663, 6.1181, 1.0966], [-1.5021, 6.5036, -0.6327], [-2.4335, 2.8997, -0.4548], [-2.7949, 4.4418, -1.2566], [-3.0275, 4.2825, 0.4780], [2.9542, -2.8243, 1.0178], [2.3772, -2.1792, 0.1148], [-2.7567, -0.5201, 1.0370], [-3.1261, -1.3423, 0.1667], [-2.4959, -2.3578, -0.2057], [-4.4807, -1.0442, -0.5246], [-5.0986, -2.2700, -1.1925], [-6.0456, -3.4294, 0.0889], [-5.0552, -4.3678, 1.5077], [-5.7145, -4.7760, 2.6666], [-5.0507, -5.5110, 3.6384], [-3.7170, -5.8521, 3.4598], [-3.0535, -5.4553, 2.3075], [-3.7168, -4.7161, 1.3371], [-7.4564, -2.3093, 0.9040], [-8.5849, -1.9968, 0.1463], [-9.5627, -1.1441, 0.6362], [-9.4264, -0.5890, 1.9019], [-8.3094, -0.8884, 2.6674], [-7.3321, -1.7398, 2.1695], [-6.9970, -4.8278, -0.9396], [-7.9988, -5.5897, -0.3399], [-8.6523, -6.5916, -1.0415], [-8.3114, -6.8477, -2.3629], [-7.3170, -6.0990, -2.9748], [-6.6666, -5.0979, -2.2655], [-4.2820, -0.2677, -1.2659], [-5.1446, -0.6109, 0.2268], [-4.3099, -2.8324, -1.6923], [-5.8422, -1.9767, -1.9414], [-6.7573, -4.5136, 2.8155], [-5.5719, -5.8191, 4.5370], [-3.1983, -6.4262, 4.2186], [-2.0134, -5.7206, 2.1566], [-3.1840, -4.3797, 0.4563], [-8.6980, -2.4342, -0.8411], [-10.4315, -0.9091, 0.0329], [-10.1892, 0.0776, 2.2856], [-8.1973, -0.4533, 3.6533], [-6.4534, -1.9571, 2.7676], [-8.2716, -5.3898, 0.6917], [-9.4265, -7.1756, -0.5580], [-8.8198, -7.6295, -2.9141], [-7.0442, -6.2954, -4.0048], [-5.8870, -4.5163, -2.7461], [3.0518, -5.5439, 4.9149], [1.9445, -4.9210, 5.3620], [0.9811, -5.8521, 5.4740], [2.2254, -4.4882, 6.6147], [1.5475, -3.7796, 4.4750], [2.4586, -2.7596, 4.2540], [2.0636, -1.7101, 3.4423], [0.8593, -1.6270, 2.8878], [-0.0015, -2.6176, 3.0989], [0.2948, -3.7187, 3.8913], [3.4487, -2.7923, 4.6876], [2.7471, -0.8951, 3.2369], [-0.9754, -2.5198, 2.6251], [-0.4352, -4.4978, 4.0573]]}



# 3
{"formula": "C56H71F2N8O13S2", "method": "ωB97M-V/def2-TZVPD", "total_charge": 1, "spin_multiplicity": 1, "homo_ev": -10.57, "symbols": ["C", "C", "C", "C", "C", "C", "C", "C", "C", "N", "C", "C", "C", "F", "N", "C", "C", "O", "C", "O", "C", "C", "C", "F", "C", "C", "C", "S", "C", "S", "N", "C", "C", "O", "C", "C", "H", "H", "H", "H", "H", "H", "H", "H", "H", "H", "H", "H", "H", "H", "H", "H", "H", "H", "H", "H", "H", "H", "H", "H", "H", "H", "H", "H", "H", "H", "H", "H", "H", "H", "H", "H", "H", "H", "H", "H", "H", "H", "H", "H", "H", "H", "C", "C", "C", "C", "C", "C", "N", "O", "O", "H", "H", "H", "H", "H", "C", "C", "C", "C", "C", "C", "N", "O", "O", "H", "H", "H", "H", "H", "C", "C", "C", "C", "C", "C", "N", "O", "O", "H", "H", "H", "H", "H", "C", "C", "C", "C", "C", "C", "N", "O", "O", "H", "H", "H", "H", "H", "C", "C", "C", "C", "C", "C", "N", "O", "O", "H", "H", "H", "H", "H"], "coordinates": [[7.9870, -4.5060, -0.1519], [7.3853, -3.6515, 0.9513], [6.7040, -2.3818, 0.4230], [6.6481, -1.2028, 1.4240], [6.9112, 0.1085, 0.6375], [5.3509, -1.0783, 2.2387], [5.2896, -1.5621, 3.7240], [5.8966, -2.9196, 4.0538], [6.4273, -3.1390, 5.5063], [6.7103, -1.9741, 6.3142], [3.7827, -1.3451, 3.9466], [3.2726, -1.2366, 5.3446], [3.1925, -2.6462, 5.9653], [2.0190, -0.6651, 5.4333], [3.1344, -1.2634, 2.8416], [1.6913, -0.9756, 2.6623], [1.3195, 0.4771, 2.8665], [1.7176, 1.3069, 1.7714], [2.8554, 2.0449, 2.0157], [3.8498, 1.8815, 1.3066], [2.8406, 3.0823, 3.1188], [4.1091, 2.9905, 3.9730], [4.0275, -1.5304, 1.6614], [4.0708, -2.9365, 1.6861], [3.5793, -1.0102, 0.3244], [2.8904, -2.0396, -0.5976], [1.4821, -1.5557, -1.0074], [0.2871, -2.6847, -0.2048], [-1.1975, -1.6964, -0.2903], [-1.7530, -1.2384, -1.7515], [-1.7595, -1.3367, 0.9178], [-2.0502, -2.5311, 1.7562], [-2.8327, -2.1991, 3.0137], [-3.9907, -1.4315, 2.7580], [-3.5355, -0.2243, 2.1590], [-2.9937, -0.5548, 0.7832], [8.6971, -3.9394, -0.7488], [7.2254, -4.9693, -0.7739], [8.5518, -5.3198, 0.3016], [6.6668, -4.2331, 1.5309], [8.1731, -3.3479, 1.6434], [7.3102, -2.0433, -0.4169], [5.7305, -2.6309, 0.0090], [7.4813, -1.2939, 2.1207], [7.9745, 0.3172, 0.5701], [6.5660, -0.0129, -0.3884], [6.3684, 0.9634, 1.0341], [5.2079, -0.0005, 2.3658], [5.7152, -0.7243, 4.2793], [6.7365, -3.0343, 3.3742], [5.1794, -3.6798, 3.7523], [7.3328, -3.7329, 5.4098], [5.7216, -3.7697, 6.0373], [5.9000, -1.5966, 6.7766], [7.2251, -1.2553, 5.8309], [3.9913, -0.6247, 5.8868], [3.6354, -2.6528, 6.9540], [3.6069, -3.4163, 5.3261], [2.1353, -2.8708, 6.0779], [1.1533, -1.5495, 3.4114], [1.3665, -1.3644, 1.7010], [1.7023, 0.8897, 3.7948], [0.2334, 0.5172, 2.9331], [2.6639, 4.0827, 2.7392], [2.0082, 2.8612, 3.7874], [4.9664, 2.6711, 3.3832], [3.9879, 2.2655, 4.7765], [4.3661, 3.9601, 4.3849], [2.9354, -0.1458, 0.4190], [4.4706, -0.6504, -0.1779], [3.4604, -2.1662, -1.5126], [2.7769, -3.0222, -0.1501], [1.3276, -1.5858, -2.0790], [1.2605, -0.5659, -0.6195], [-2.5632, -3.3069, 1.1841], [-1.1027, -2.9650, 2.0812], [-3.1446, -3.1185, 3.5028], [-2.2125, -1.6395, 3.7246], [-2.7650, 0.2342, 2.7856], [-4.3892, 0.4390, 2.0673], [-2.8512, 0.3760, 0.2550], [-3.7678, -1.1509, 0.2945], [-3.1633, -1.9435, -6.1094], [-3.5249, -1.4774, -4.8517], [-4.8512, -1.2093, -4.5538], [-5.8088, -1.4180, -5.5260], [-5.4738, -1.8757, -6.7883], [-4.1432, -2.1373, -7.0757], [-7.2198, -1.1578, -5.2043], [-7.4758, -0.7400, -4.0931], [-8.0442, -1.3780, -6.0643], [-2.1228, -2.1569, -6.3521], [-2.7869, -1.3066, -4.0823], [-5.1227, -0.8486, -3.5722], [-6.2349, -2.0288, -7.5388], [-3.8666, -2.4943, -8.0581], [3.4278, -0.9043, -9.8737], [2.3647, -0.0872, -10.2346], [1.0989, -0.3309, -9.7285], [0.9207, -1.3932, -8.8614], [1.9655, -2.2216, -8.4948], [3.2272, -1.9718, -9.0081], [-0.4165, -1.6420, -8.3081], [-1.3194, -0.9185, -8.6619], [-0.5440, -2.5654, -7.5221], [4.4159, -0.7084, -10.2681], [2.5223, 0.7419, -10.9099], [0.2689, 0.3010, -10.0071], [1.8041, -3.0495, -7.8208], [4.0556, -2.6091, -8.7317], [-2.3419, 6.0655, 4.2686], [-3.0613, 4.8783, 4.2233], [-2.9224, 4.0281, 3.1394], [-2.0622, 4.3829, 2.1177], [-1.3420, 5.5639, 2.1399], [-1.4869, 6.4090, 3.2272], [-1.9117, 3.4662, 0.9828], [-2.5827, 2.4490, 0.9977], [-1.1375, 3.7613, 0.1006], [-2.4491, 6.7276, 5.1174], [-3.7309, 4.6145, 5.0298], [-3.4844, 3.1072, 3.0974], [-0.6803, 5.8260, 1.3275], [-0.9332, 7.3368, 3.2635], [-3.4942, 1.8499, -3.7523], [-3.3162, 2.6535, -2.6336], [-3.6773, 3.9898, -2.6763], [-4.2162, 4.4985, -3.8434], [-4.3952, 3.7144, -4.9686], [-4.0284, 2.3788, -4.9189], [-4.6192, 5.9131, -3.8847], [-4.4302, 6.5804, -2.8891], [-5.1155, 6.3271, -4.9095], [-3.2144, 0.8095, -3.7128], [-2.8965, 2.2379, -1.7263], [-3.5408, 4.6209, -1.8107], [-4.8143, 4.1325, -5.8715], [-4.1623, 1.7486, -5.7885], [-9.8717, 0.1935, 1.6453], [-10.3508, 0.9317, 2.7195], [-9.5199, 1.8261, 3.3740], [-8.2163, 1.9678, 2.9359], [-7.7201, 1.2367, 1.8719], [-8.5569, 0.3435, 1.2244], [-7.3380, 2.9327, 3.6120], [-7.7895, 3.5523, 4.5482], [-6.2045, 3.0586, 3.1885], [-10.5255, -0.4994, 1.1328], [-11.3744, 0.8130, 3.0457], [-9.8885, 2.4027, 4.2090], [-6.6989, 1.3606, 1.5449], [-8.1856, -0.2326, 0.3883]]}